{
  "formula": "C12H19N5O8PbS2",
  "method": "ωB97M-V/def2-TZVPD",
  "species": ["C", "O", "O", "C", "C", "C", "O", "C", "H", "C", "H", "Pb", "N", "C", "H", "N", "C", "O", "N", "H", "O", "H", "H", "H", "C", "C", "H", "H", "C", "H", "O", "H", "H", "H", "C", "N", "N", "O", "H", "H", "S", "H", "H", "S", "H", "O", "H"],
  "coordinates": [[4.132013, -0.012743, 0.741183], [-1.754008, 4.388234, 0.607477], [-3.856040, -3.935364, -2.365598], [1.122716, 0.408603, -3.149823], [-0.311004, 0.034784, 2.575228], [2.351459, -1.281534, -0.207259], [0.724985, -0.775973, -2.952405], [0.252661, -2.257862, 1.969400], [1.856118, -2.456974, -1.892110], [0.960792, 2.038762, 0.589922], [4.327025, -2.064044, 0.092401], [-0.962196, -0.624050, -1.074816], [1.520801, -0.247675, -0.089239], [0.125945, -3.288837, 0.857054], [0.777886, 0.127810, 2.646466], [-0.594721, -1.107677, 1.727186], [1.933948, 0.891123, 0.458794], [-1.924309, -2.443418, -2.501099], [-0.433833, 1.647837, 0.679775], [-0.646177, 2.147505, 2.727244], [-1.802808, 6.119714, 1.901981], [1.880984, 0.518044, -3.962236], [0.817734, -4.118870, 1.069852], [-0.886257, -3.690514, 0.832775], [3.252689, 1.042260, 0.889673], [-0.888337, 1.331730, 2.032499], [1.263792, 2.668086, 1.438894], [-1.979201, 1.257856, 1.995416], [3.677608, -1.203402, 0.193709], [1.284404, -1.900180, 2.046461], [-0.338424, 4.563260, 2.238177], [-0.970257, 2.465956, 0.388634], [0.030380, -2.760515, 2.925764], [2.396507, -3.400555, -0.478962], [1.781423, -2.549146, -0.807301], [-1.299814, 5.027937, 1.586093], [0.380448, -2.742303, -0.477136], [0.768047, 1.430081, -2.549307], [5.160814, 0.080953, 1.069997], [-1.573719, -1.383241, 1.733671], [-3.247392, -2.400481, 0.001678], [3.562231, 1.976637, 1.340118], [1.069067, 2.641049, -0.315194], [-2.678541, -3.438749, -1.679222], [-0.084168, -3.363644, -1.143476], [-1.751869, -4.507580, -1.262662], [-0.670730, -0.103069, 3.607970]],
  "forces_ev_per_angstrom": [[0.02, 0.00, 0.00], [0.02, -0.01, 0.07], [0.01, 0.00, -0.01], [0.00, -0.05, -0.05], [0.00, -0.01, 0.00], [-0.02, 0.02, 0.01], [0.05, 0.02, 0.03], [0.00, 0.00, 0.01], [0.00, -0.01, -0.01], [0.05, 0.00, 0.02], [0.00, 0.00, 0.00], [0.01, -0.01, -0.05], [-0.01, -0.02, -0.01], [0.01, 0.00, -0.01], [0.00, 0.00, 0.00], [0.00, -0.02, 0.00], [0.02, 0.00, -0.01], [0.04, 0.05, -0.06], [-0.09, 0.05, 0.02], [0.00, 0.00, 0.00], [0.01, 0.00, 0.02], [-0.01, 0.02, 0.01], [0.00, 0.00, 0.00], [0.00, 0.00, 0.01], [-0.01, 0.00, 0.00], [-0.01, 0.04, 0.01], [-0.01, 0.01, -0.02], [0.00, -0.03, -0.01], [0.00, -0.01, 0.00], [0.00, 0.00, 0.00], [0.03, -0.01, 0.02], [0.00, -0.01, 0.00], [0.00, -0.01, 0.00], [0.00, 0.00, 0.00], [0.01, 0.02, -0.01], [-0.04, 0.03, -0.08], [-0.01, -0.01, 0.02], [0.00, 0.02, 0.02], [0.00, 0.00, 0.00], [0.00, 0.01, 0.00], [-0.03, 0.01, 0.02], [0.00, 0.00, 0.00], [0.01, -0.01, -0.01], [-0.02, -0.08, 0.04], [0.00, 0.00, -0.01], [0.00, 0.00, 0.01], [0.00, 0.01, 0.00]],
  "nbo_charge": [-0.165, -0.567, -1.009, 0.645, -0.220, 0.250, -0.816, -0.218, 0.266, -0.282, 0.205, 1.431, -0.489, -0.244, 0.182, -0.668, 0.274, -1.090, -0.654, 0.205, -0.545, 0.043, 0.160, 0.269, -0.276, -0.233, 0.200, 0.199, -0.288, 0.180, -0.573, 0.429, 0.165, 0.166, -0.273, 0.713, -0.694, -0.728, 0.200, 0.406, -0.821, 0.214, 0.258, 2.239, 0.454, -1.065, 0.165],
  "energy_ev": -63502.7892,
  "charge": -2,
  "gap_ev": 6.551,
  "lumo_energy_ev": 4.271
}



{
  "formula": "C12H19NO2",
  "method": "ωB97M-V/def2-TZVPD",
  "species": ["C", "H", "C", "H", "H", "H", "H", "C", "H", "H", "C", "H", "H", "C", "C", "H", "H", "H", "H", "C", "H", "H", "H", "C", "H", "C", "H", "N", "O", "C", "O", "C", "H", "C"],
  "coordinates": [[2.011838, -1.235724, -2.505402], [-1.168705, -0.336046, -2.095781], [-1.866415, -1.574226, 0.945518], [-1.059778, -0.273142, 5.008520], [3.725969, 0.037155, -2.383021], [0.479394, 0.372974, 0.938666], [3.417389, -2.366999, -1.766463], [1.810445, 1.163327, -2.347723], [-0.068713, 0.609253, 4.183461], [-0.283237, 2.295225, 0.754218], [-1.550812, -1.733322, 2.325074], [-1.161055, -0.843994, 0.447547], [0.281943, -1.224299, 3.772605], [-0.446451, 2.127753, -2.544655], [0.595803, -1.451233, -2.453831], [-0.859752, 2.320317, -1.490788], [0.593137, 1.955899, 1.790772], [-2.808648, -1.230746, 0.629512], [-1.866377, 0.624331, 1.311216], [-0.156130, -0.338369, -2.352342], [0.296071, 2.969118, -2.801245], [2.182559, 2.173432, -2.464630], [-1.557595, -2.519840, 0.355724], [0.467657, 0.952004, -2.484811], [0.138151, -2.376431, -2.390100], [-1.184393, 0.788065, 2.104259], [-1.072682, 2.042465, -3.378855], [-1.258498, -0.379050, 3.024272], [2.832936, -2.336699, -2.493537], [0.024544, 1.399277, 1.302068], [-1.211635, -2.841507, 2.700390], [-0.389662, -0.379989, 4.050902], [-1.490869, 1.551784, 2.876961], [2.603571, 0.059248, -2.568512]],
  "forces_ev_per_angstrom": [[0.09, 0.50, -0.21], [-1.68, -0.24, -0.27], [2.06, -0.57, -4.53], [1.23, -1.85, -0.75], [-1.46, 0.34, -0.78], [-0.15, 2.96, -0.60], [0.99, 0.30, 1.18], [-0.06, -0.21, -2.26], [1.87, 1.24, -0.39], [-1.14, -1.27, -1.59], [1.52, -2.57, 0.47], [-0.55, -0.69, 0.58], [0.10, 0.45, 1.81], [2.85, 1.89, 1.89], [2.69, 1.37, 0.28], [-0.14, -0.04, -1.88], [5.95, 3.39, 5.59], [-1.49, 0.26, -0.02], [-1.31, 0.22, 0.10], [1.94, 2.64, -0.57], [-1.60, -0.63, 0.53], [0.21, -0.01, 0.39], [-1.04, 1.21, 1.34], [-2.15, -0.73, 1.59], [-0.31, -2.00, 0.11], [-1.53, 1.88, 1.94], [-1.64, 0.04, -0.65], [-0.26, -0.64, -5.22], [-1.31, -0.47, -1.57], [-3.65, -6.94, -2.63], [-0.60, 3.30, 1.47], [-0.69, -0.32, 3.41], [-0.24, -0.06, -1.07], [1.50, -2.76, 2.29]],
  "nbo_charge": [0.290, 0.196, -0.772, 0.304, 0.223, 0.241, 0.484, -0.232, 0.245, 0.275, 0.668, 0.257, 0.297, -0.625, -0.237, 0.195, 0.211, 0.274, 0.240, -0.224, 0.216, 0.221, 0.294, -0.017, 0.221, -0.273, 0.233, -0.058, -0.694, -0.579, -0.404, -0.482, 0.256, -0.244],
  "multiplicity": 2,
  "energy_ev": -18323.6121,
  "charge": 1,
  "gap_ev": [7.153, 2.921],
  "lumo_energy_ev": [-3.744, -7.972],
  "s_squared": 0.76
}



{
  "formula": "C12H19O3PtSe",
  "method": "ωB97M-V/def2-TZVPD",
  "species": ["C", "H", "H", "H", "H", "H", "C", "H", "H", "O", "Pt", "C", "O", "H", "O", "C", "H", "H", "H", "C", "C", "H", "H", "C", "H", "C", "C", "C", "C", "H", "H", "C", "H", "Se", "H", "H"],
  "coordinates": [[-0.104582, 4.331405, 0.559431], [2.402826, -1.782545, -2.257074], [1.230958, -1.332575, 2.308125], [2.904985, -3.320443, -1.500035], [0.053841, 6.306780, 1.315821], [-1.252509, -1.374470, 2.334084], [0.012855, 4.111694, -1.902593], [3.844550, -1.840224, -1.225542], [-2.253528, -3.789548, 0.720582], [-2.053148, -1.925531, -0.189281], [-0.020860, -1.432920, -0.419519], [2.303976, -2.680707, 0.976771], [2.017320, -1.897778, -0.220967], [0.290133, 7.345762, -0.934365], [0.004177, -2.774884, 1.414689], [-1.247162, -2.428087, 2.038892], [-2.838710, -3.361784, -1.520539], [2.286913, -3.740738, 0.715771], [0.263734, 5.919538, -2.976099], [0.174695, 6.273126, -0.843420], [-2.301676, -2.735297, 1.000854], [-3.905226, -1.994267, -1.142776], [1.448750, -2.989495, 2.913340], [0.159693, 5.465512, -1.999115], [-0.207658, 3.884997, 1.539955], [0.042476, 5.682522, 0.431878], [1.253233, -2.388741, 2.022716], [-2.873655, -2.288093, -1.338908], [-0.128531, 3.522598, -0.612054], [0.001349, 3.496614, -2.793092], [-2.506739, -1.744521, -2.205192], [2.841181, -2.240307, -1.374435], [-3.300952, -2.512119, 1.376926], [-0.424921, 1.705965, -0.477552], [3.299645, -2.423443, 1.341305], [-1.417434, -3.048002, 2.921431]],
  "forces_ev_per_angstrom": [[-0.01, -0.10, 0.16], [-0.10, 0.04, 0.09], [-0.06, -0.01, -0.01], [-0.21, -0.01, 0.13], [0.01, 0.00, -0.01], [0.08, -0.02, 0.01], [-0.02, -0.11, -0.05], [-0.09, 0.06, 0.17], [0.00, 0.05, -0.14], [1.16, 0.29, -0.45], [0.07, -1.25, 1.01], [0.07, -0.30, 0.59], [-1.15, 0.25, -0.43], [0.00, 0.01, 0.00], [0.00, 0.53, -0.63], [-0.40, 0.02, 0.08], [0.21, 0.01, 0.13], [-0.02, 0.05, -0.16], [0.01, 0.03, 0.02], [-0.02, -0.25, 0.05], [-0.03, -0.32, 0.53], [0.08, 0.06, 0.15], [-0.07, -0.06, -0.03], [0.02, 0.03, -0.28], [-0.01, 0.01, -0.01], [0.00, 0.10, 0.17], [0.37, 0.04, 0.10], [-0.68, -0.10, -0.46], [0.03, 0.18, -0.05], [-0.01, 0.02, -0.01], [0.10, 0.04, 0.09], [0.67, -0.07, -0.50], [0.01, 0.13, -0.08], [-0.07, 0.55, -0.07], [-0.01, 0.14, -0.10], [0.07, -0.03, -0.01]],
  "nbo_charge": [-0.185, 0.221, 0.210, 0.233, 0.276, 0.209, -0.185, 0.244, 0.239, -0.550, 1.206, -0.106, -0.546, 0.269, -0.509, -0.115, 0.232, 0.239, 0.275, 0.035, -0.105, 0.244, 0.266, -0.157, 0.253, -0.163, -0.115, -0.266, -0.177, 0.254, 0.221, -0.266, 0.260, 0.533, 0.260, 0.267],
  "multiplicity": 5,
  "energy_ev": -87452.1868,
  "charge": 3,
  "gap_ev": [7.877, 5.680],
  "lumo_energy_ev": [-11.034, -13.595],
  "s_squared": 6.03
}



What max |F| values result from the calculations? In sequence: 0.10; 8.84; 1.61 eV/A.
What molar mass values result from the calculations? In sequence: 632.6; 209.3; 485.3 g/mol.